# 1
{"formula": "C14H24N7", "method": "ωB97M-V/def2-TZVPD", "elements": ["C", "H", "C", "H", "H", "H", "N", "H", "C", "H", "C", "C", "C", "H", "H", "N", "H", "C", "H", "H", "H", "H", "C", "H", "H", "H", "H", "N", "N", "N", "H", "H", "H", "C", "H", "H", "N", "H", "C", "H", "N", "C", "C", "C", "C"], "coordinates": [[3.591, 2.074, 5.579], [-6.393, 0.518, -4.853], [-3.316, 0.476, -0.669], [1.214, 0.560, 0.794], [-5.279, -0.661, -4.134], [-2.780, 1.931, 0.747], [1.898, 1.287, -1.485], [-1.185, 1.007, -1.944], [1.132, 0.161, 1.798], [2.186, -0.986, 3.248], [-3.666, 1.393, 0.413], [2.218, -0.838, 2.179], [-0.470, 1.599, -2.511], [-0.765, 2.646, -2.480], [-0.468, 1.260, -3.545], [3.525, -0.368, 1.700], [-0.193, -1.133, 2.816], [2.646, -2.833, -3.561], [3.877, 0.807, 3.936], [2.374, -2.709, 1.026], [1.037, 0.996, 2.474], [4.955, 2.207, 3.988], [0.862, 1.437, -1.938], [-4.086, 0.833, 1.247], [-6.996, -1.064, -4.326], [1.647, -1.219, -2.669], [-1.036, -0.429, 1.427], [-6.775, 0.703, -1.742], [1.744, -1.985, 1.351], [3.305, 2.240, 6.669], [3.255, 2.417, 3.538], [-4.407, 2.106, 0.058], [1.955, -2.602, -1.602], [-6.292, -0.265, -4.105], [-0.013, -2.662, 0.472], [4.119, -1.162, 1.487], [-3.088, -0.229, -1.537], [3.282, -1.512, -2.060], [3.940, 1.862, 4.176], [3.363, 0.097, 0.811], [2.866, -3.493, -4.462], [0.511, -1.960, 1.088], [2.366, -1.989, -2.403], [-0.094, -0.799, 1.782], [-6.566, 0.281, -2.779]], "lowdin_charge": [-0.285, 0.084, -0.296, 0.082, 0.075, 0.077, 0.141, 0.023, -0.095, 0.161, -0.055, -0.308, -0.046, 0.095, 0.096, 0.096, 0.146, -0.276, 0.042, 0.183, 0.128, 0.088, -0.263, 0.090, 0.085, 0.055, 0.111, 0.126, 0.156, 0.137, 0.076, 0.089, 0.051, -0.064, 0.162, 0.089, 0.141, 0.079, -0.079, 0.073, 0.150, 0.028, -0.085, -0.074, -0.290], "total_charge": 1, "homo_ev": -13.81, "gap_ev": 9.09}



# 2
{"formula": "C14H24NO2PSn", "method": "ωB97M-V/def2-TZVPD", "elements": ["P", "C", "H", "H", "H", "H", "H", "C", "H", "H", "H", "H", "H", "C", "C", "H", "C", "C", "H", "H", "H", "H", "H", "H", "C", "C", "H", "H", "N", "O", "C", "H", "H", "H", "C", "C", "C", "O", "C", "Sn", "C", "H", "H"], "coordinates": [[-0.633, 0.065, 2.338], [-1.260, -4.374, 0.453], [0.852, 1.983, 2.493], [1.587, 2.085, -0.122], [2.428, -2.700, 2.023], [-0.870, 2.410, 2.800], [-4.084, 1.124, -0.186], [-0.680, -0.327, 4.086], [1.808, -0.761, -0.886], [0.401, -1.375, -2.934], [-2.748, -0.950, 1.735], [-0.224, -4.769, 0.535], [-1.389, 0.336, 4.602], [-2.121, 0.289, 0.066], [3.865, 1.054, -1.442], [-0.977, -1.376, 4.228], [1.720, 2.141, -1.221], [-3.142, 0.881, -0.687], [2.602, -0.866, -2.461], [1.922, -3.211, 2.251], [4.391, 0.315, -2.062], [-1.562, 0.884, -3.726], [0.623, 0.269, -3.552], [2.289, 3.062, -1.426], [-2.934, 1.120, -2.047], [-0.726, 0.124, -1.903], [0.733, 2.231, -1.685], [-2.921, 0.812, 2.031], [2.459, 1.036, -1.769], [-2.212, -5.092, 0.205], [-1.741, 0.736, -2.658], [-3.710, 1.599, -2.637], [4.068, 0.820, -0.378], [0.328, -0.193, 4.515], [1.872, -0.265, -1.888], [-2.303, 0.044, 1.552], [-0.187, 1.816, 2.174], [-1.338, -3.051, 0.661], [0.516, -0.320, -2.630], [0.264, -1.654, 0.620], [-0.946, -0.150, -0.552], [-0.290, 2.148, 1.133], [4.270, 2.053, -1.651]], "lowdin_charge": [0.754, -0.506, 0.052, 0.070, -0.022, 0.058, 0.112, -0.263, -0.024, 0.126, 0.097, 0.110, 0.053, -0.338, -0.104, 0.056, -0.084, -0.045, 0.123, -0.015, 0.084, 0.112, 0.120, 0.088, -0.073, -0.283, 0.085, 0.093, -0.293, 0.014, -0.046, 0.100, 0.085, 0.057, -0.254, -0.300, -0.238, -0.350, -0.142, 1.067, -0.255, 0.039, 0.082], "homo_ev": -7.41, "gap_ev": 7.73}



# 3
{"formula": "C14H25AsIN3O7PtS", "method": "ωB97M-V/def2-TZVPD", "elements": ["H", "H", "N", "O", "H", "O", "O", "O", "H", "N", "H", "C", "H", "C", "Pt", "H", "H", "H", "H", "C", "H", "C", "H", "C", "H", "C", "As", "H", "H", "H", "C", "H", "O", "S", "C", "C", "H", "N", "H", "H", "H", "H", "C", "H", "C", "C", "O", "C", "C", "O", "H", "I", "H"], "coordinates": [[-1.828, -1.399, -2.890], [-1.979, 0.791, 4.399], [-1.200, 0.440, 3.855], [-1.541, 2.480, 0.228], [-2.571, -3.357, -1.559], [-2.545, 1.524, 2.185], [-2.569, 2.785, -2.574], [0.067, 1.730, -1.867], [3.744, 0.863, -2.421], [1.935, -0.044, -1.763], [2.195, -0.465, -3.810], [3.008, -1.182, 0.074], [1.451, -0.162, 2.830], [-1.014, 1.177, 2.665], [0.529, 0.626, -0.153], [2.343, 1.953, -2.242], [2.883, -1.208, 2.685], [0.843, 0.625, -3.436], [-1.223, 3.094, 3.619], [-0.531, 2.603, 2.942], [0.576, -2.360, 0.104], [-3.101, -2.186, 0.157], [0.121, -1.725, 1.686], [-2.204, -0.002, -1.319], [3.498, -1.447, -1.978], [2.869, 1.109, -1.808], [-1.567, 1.528, -2.322], [-0.463, 3.156, 2.015], [-3.578, -0.752, 1.695], [3.440, -2.129, 0.413], [2.614, -1.273, -1.356], [3.762, -0.409, 0.215], [-4.015, 2.373, 0.468], [-2.730, 1.799, 0.684], [-3.172, -0.914, 0.705], [2.306, -0.404, 2.213], [-1.363, -0.533, 3.625], [1.842, -0.839, 0.881], [-2.064, 1.185, -4.464], [1.514, -2.830, 1.546], [-3.433, -3.040, 0.734], [2.929, 0.482, 2.111], [0.959, -2.017, 1.064], [0.688, -1.094, -3.096], [-2.183, -1.275, -1.877], [-2.613, -2.364, -1.129], [-0.370, 0.433, 1.772], [-2.718, 0.167, -0.033], [1.378, -0.250, -3.112], [-1.423, 0.727, -3.902], [3.191, 1.387, -0.808], [1.381, 2.727, 3.868], [1.931, -2.106, -1.520]], "lowdin_charge": [0.096, 0.102, 0.124, -0.360, 0.106, -0.236, -0.425, -0.579, 0.102, -0.339, 0.107, -0.197, 0.033, -0.731, 1.163, 0.087, 0.104, 0.051, 0.057, -0.555, 0.081, -0.066, 0.074, -0.257, 0.139, -0.074, 0.893, 0.036, 0.121, 0.140, -0.195, 0.121, -0.224, 0.581, -0.048, -0.108, 0.094, -0.346, 0.051, 0.101, 0.108, 0.063, -0.068, 0.091, -0.086, -0.073, -0.299, -0.274, -0.074, -0.265, 0.079, 0.852, 0.121], "homo_ev": -8.83, "de_lowest_kj_mol": 186.0, "gap_ev": 8.41}



# 4
{"formula": "C14H25BCrN6Si", "method": "ωB97M-V/def2-TZVPD", "elements": ["C", "C", "N", "C", "H", "C", "C", "H", "N", "H", "C", "N", "C", "C", "H", "H", "H", "H", "H", "H", "H", "Cr", "H", "C", "H", "H", "H", "H", "H", "B", "H", "C", "N", "Si", "H", "H", "H", "C", "N", "H", "C", "H", "C", "H", "N", "C", "H", "H"], "coordinates": [[0.915, 3.983, 1.484], [0.304, 4.209, 0.255], [0.443, 1.829, -2.470], [-1.899, -2.928, 2.809], [0.770, 2.905, -4.240], [1.858, 0.950, -3.924], [-2.647, -0.201, -0.612], [0.742, -4.240, 3.332], [-1.765, 1.665, -1.412], [0.693, -3.354, -0.231], [1.095, -3.277, 2.926], [-1.487, 0.485, -0.711], [1.776, 0.107, -2.812], [-3.066, 1.686, -1.719], [2.461, 0.828, -4.797], [-1.019, -2.904, -0.457], [1.553, -1.147, -0.240], [3.225, -0.891, -0.933], [2.261, -0.827, -2.598], [-3.497, 2.521, -2.259], [-2.723, -1.154, -0.106], [0.364, 0.175, -0.054], [-0.596, -4.422, 0.390], [-0.119, -0.664, 1.698], [-1.944, -2.412, 3.777], [0.581, -0.221, 2.435], [0.078, 5.131, -0.267], [3.003, -1.927, 0.462], [-0.989, 3.632, -2.305], [-0.609, 2.677, -1.695], [-1.992, -4.005, 3.002], [2.670, -1.002, -0.005], [0.061, 3.044, -0.345], [-0.300, -2.532, 1.922], [1.247, 4.716, 2.198], [2.926, -0.150, 0.633], [1.385, 1.968, 2.420], [-3.667, 0.532, -1.240], [0.500, 2.012, 0.496], [-1.105, -0.236, 1.976], [1.013, 2.583, 1.611], [-2.766, -2.616, 2.215], [-0.303, -3.371, 0.238], [1.992, -3.463, 2.317], [0.921, 0.657, -1.917], [0.988, 2.005, -3.676], [1.373, -2.629, 3.769], [-4.701, 0.273, -1.340]], "lowdin_charge": [-0.055, -0.079, -0.008, -0.198, 0.126, -0.054, -0.096, 0.028, 0.003, 0.021, -0.193, -0.045, -0.107, -0.078, 0.088, 0.019, -0.016, 0.022, 0.097, 0.125, 0.105, 0.524, 0.031, -0.386, 0.033, -0.010, 0.125, 0.045, 0.119, -0.461, 0.027, -0.028, 0.005, 0.389, 0.089, 0.051, 0.109, -0.057, -0.068, 0.005, -0.092, 0.020, -0.195, 0.018, -0.050, -0.068, 0.030, 0.088], "spin_multiplicity": 5, "homo_ev": [-6.42, -7.99], "de_lowest_kj_mol": 0.0, "gap_ev": [7.09, 8.64]}



Number 1: DFT total energy -25329.2503 eV. Number 2: DFT total energy -35610.8848 eV. Number 3: DFT total energy -116745.6993 eV. Number 4: DFT total energy -60841.2213 eV.